Here is a structure of composition C60H50N4O3P3SiTi at a distorted geometry from OMol25. Energies are from wB97M-V/def2-TZVPD.

```
122
Properties=species:S:1:pos:R:3:forces:R:3:lowdin_charge:R:1
Ti 0.3230 1.1255 -0.7485 0.89 0.27 2.53 0.761
C 2.8087 1.3561 5.3377 -0.03 -0.05 0.04 -0.072
C 2.9582 0.1637 4.6472 0.00 0.01 0.13 -0.080
C 2.1145 -0.1395 3.5969 -0.15 0.09 -0.04 -0.119
C 1.0751 0.7229 3.2525 0.33 0.07 -0.31 -0.345
C 0.9439 1.9275 3.9386 -0.15 -0.10 -0.04 -0.096
C 1.8100 2.2428 4.9716 0.08 0.04 0.09 -0.066
P -0.0501 0.2442 1.8735 -0.55 0.16 1.25 1.137
C -1.5770 0.9817 2.6022 0.03 0.12 -0.41 -0.335
C -1.8514 2.2924 2.2185 0.16 -0.09 -0.15 -0.128
C -2.8216 3.0344 2.8672 -0.09 0.09 0.13 -0.077
C -3.5585 2.4607 3.8894 0.01 0.10 -0.03 -0.079
C -3.3505 1.1322 4.2211 0.05 -0.01 0.11 -0.074
C -2.3684 0.3947 3.5831 0.07 0.04 0.07 -0.083
C -0.2771 -1.5346 2.3172 0.15 0.03 -0.33 -0.328
C -0.3418 -1.8889 3.6686 0.14 0.02 -0.04 -0.115
C -0.6242 -3.1842 4.0576 -0.03 -0.05 0.01 -0.052
C -0.8737 -4.1519 3.0988 0.05 0.05 0.08 -0.053
C -0.7794 -3.8138 1.7653 -0.03 -0.04 -0.19 -0.082
C -0.4570 -2.5260 1.3430 0.08 0.34 -0.48 -0.201
Si -0.0350 -2.3300 -0.5045 0.10 -1.32 0.78 0.677
C 1.8405 -2.7298 -0.6034 -0.49 0.37 -0.14 -0.170
C 2.2107 -4.0762 -0.6306 -0.23 -0.01 -0.01 -0.081
C 3.5272 -4.4910 -0.6913 0.03 0.01 0.04 -0.056
C 4.5359 -3.5448 -0.7519 -0.01 -0.02 -0.01 -0.051
C 4.2065 -2.2047 -0.7059 -0.05 -0.08 -0.03 -0.102
C 2.8790 -1.7834 -0.6001 -0.22 0.09 0.17 -0.312
P 2.6749 0.0401 -0.4361 1.43 -0.14 -0.05 1.111
C 3.7528 0.4582 -1.8856 -0.14 0.05 -0.03 -0.357
C 5.0318 1.0009 -1.7851 -0.25 -0.05 0.17 -0.088
C 5.7918 1.2140 -2.9243 0.03 0.03 -0.16 -0.066
C 5.2854 0.8947 -4.1717 0.07 0.06 0.03 -0.072
C 4.0068 0.3686 -4.2828 -0.10 -0.06 -0.02 -0.063
C 3.2442 0.1513 -3.1488 -0.01 -0.05 0.09 -0.105
C 3.8420 0.4834 0.9098 -0.37 0.09 0.07 -0.363
C 4.5791 -0.3687 1.7219 0.04 0.01 -0.22 -0.095
C 5.4096 0.1535 2.6989 0.15 0.07 0.00 -0.084
C 5.4792 1.5196 2.9092 0.06 -0.02 -0.08 -0.072
C 4.7440 2.3783 2.1072 0.03 0.09 0.04 -0.058
C 3.9390 1.8607 1.1128 -0.15 -0.16 -0.14 -0.129
C -1.2798 -3.3452 -1.5254 0.49 0.26 0.25 -0.207
C -1.1870 -4.7333 -1.4411 0.19 -0.04 0.04 -0.119
C -2.1326 -5.5787 -1.9886 -0.15 -0.08 -0.04 -0.064
C -3.2037 -5.0350 -2.6766 0.22 -0.11 0.03 -0.055
C -3.3051 -3.6619 -2.8061 -0.01 0.02 0.06 -0.069
C -2.3833 -2.8022 -2.2125 0.18 0.30 -0.08 -0.338
P -2.5261 -0.9805 -2.4811 -1.08 -0.04 -0.03 1.149
C -4.2177 -0.8810 -3.2470 0.33 -0.07 -0.09 -0.377
C -5.3831 -1.1096 -2.5159 0.00 0.02 -0.04 -0.089
C -6.6230 -0.9741 -3.1108 -0.05 -0.05 0.09 -0.069
C -6.7227 -0.6132 -4.4450 0.01 -0.01 -0.06 -0.081
C -5.5729 -0.4135 -5.1890 -0.10 0.04 -0.14 -0.084
C -4.3279 -0.5443 -4.5930 0.14 -0.02 0.14 -0.103
C -3.1355 -0.3878 -0.8426 0.22 -0.05 -0.13 -0.382
C -3.4664 -1.2144 0.2253 0.12 0.09 -0.14 -0.096
C -4.2062 -0.7119 1.2821 -0.12 -0.01 0.04 -0.076
C -4.6106 0.6118 1.2885 -0.14 -0.03 -0.07 -0.091
C -4.2169 1.4582 0.2655 -0.12 -0.03 -0.04 -0.072
C -3.4763 0.9629 -0.7918 0.00 -0.07 -0.08 -0.103
H 3.4602 1.5814 6.1677 0.08 0.06 0.08 0.108
H 3.7304 -0.5352 4.9332 0.07 -0.03 0.01 0.111
H 2.2332 -1.0713 3.0590 0.04 -0.04 0.04 0.109
H 0.1457 2.6133 3.6889 -0.01 0.00 0.03 0.096
H 1.6915 3.1758 5.5044 -0.02 0.04 0.03 0.108
H -1.2845 2.7305 1.4050 -0.08 0.06 0.12 0.079
H -2.9976 4.0621 2.5825 -0.02 0.06 -0.05 0.110
H -4.3033 3.0428 4.4103 -0.10 0.04 0.05 0.109
H -3.9508 0.6642 4.9882 -0.05 -0.02 0.06 0.112
H -2.2300 -0.6385 3.8594 -0.05 0.01 0.00 0.093
H -0.1398 -1.1458 4.4277 -0.07 -0.01 0.01 0.114
H -0.6530 -3.4384 5.1055 -0.02 0.00 0.14 0.112
H -1.1168 -5.1628 3.3866 -0.03 -0.11 0.04 0.111
H -0.9647 -4.5643 1.0171 -0.06 -0.26 -0.03 0.083
H 1.4400 -4.8264 -0.5949 -0.01 -0.20 -0.02 0.078
H 3.7618 -5.5455 -0.6925 0.01 -0.06 -0.04 0.112
H 5.5697 -3.8462 -0.8287 0.09 -0.02 0.00 0.113
H 4.9928 -1.4620 -0.7481 0.02 -0.08 -0.02 0.107
H 5.4475 1.2578 -0.8215 0.02 -0.04 0.05 0.103
H 6.7854 1.6262 -2.8330 0.09 0.04 0.01 0.109
H 5.8865 1.0573 -5.0519 0.05 0.01 -0.13 0.107
H 3.6066 0.1252 -5.2558 -0.04 -0.04 -0.08 0.110
H 2.2385 -0.2502 -3.2200 0.12 -0.09 -0.16 0.101
H 4.5170 -1.4389 1.5995 -0.02 -0.09 0.00 0.105
H 6.0096 -0.5092 3.3035 0.00 -0.11 0.10 0.113
H 6.1065 1.9128 3.6931 0.10 0.07 0.08 0.111
H 4.8044 3.4471 2.2505 0.00 0.10 0.04 0.112
H 3.3746 2.5150 0.4566 0.03 0.12 0.09 0.089
H -0.3473 -5.1721 -0.9260 -0.01 -0.18 0.02 0.071
H -2.0327 -6.6484 -1.8733 0.02 -0.06 -0.04 0.110
H -3.9493 -5.6741 -3.1242 -0.07 -0.06 -0.05 0.111
H -4.1245 -3.2572 -3.3779 -0.08 0.05 0.01 0.098
H -5.3190 -1.3930 -1.4742 -0.05 0.02 0.01 0.105
H -7.5162 -1.1536 -2.5307 -0.08 0.01 0.05 0.106
H -7.6960 -0.4915 -4.8964 -0.06 -0.01 -0.08 0.104
H -5.6479 -0.1543 -6.2355 0.02 0.04 -0.06 0.103
H -3.4306 -0.3839 -5.1784 0.03 0.03 -0.03 0.096
H -3.1887 -2.2593 0.2082 -0.06 -0.11 0.00 0.104
H -4.4995 -1.3696 2.0862 -0.02 -0.08 0.13 0.114
H -5.2309 0.9832 2.0884 -0.03 0.04 0.09 0.106
H -4.5206 2.4949 0.2718 -0.01 0.09 0.02 0.112
H -3.2277 1.6069 -1.6279 -0.01 0.02 0.01 0.098
N 0.2382 5.1699 -0.2511 -0.14 -0.30 -0.37 0.119
C 0.9641 5.0237 0.9093 0.22 -0.40 0.28 -0.063
C 1.1664 3.6944 1.0913 0.19 0.71 0.54 -0.150
N 0.5934 2.9772 0.0696 -0.18 0.84 -0.15 -0.077
C 0.0310 3.9094 -0.7527 -0.26 0.40 -0.20 -0.292
C -0.5987 3.4810 -1.9153 -0.12 0.65 -0.05 -0.283
N -0.6664 2.1406 -2.1460 -0.12 0.92 -0.21 -0.064
C -1.1050 2.0057 -3.4376 -0.39 0.24 -1.07 -0.147
C -1.3323 3.2284 -3.9858 0.01 -0.57 -0.04 -0.070
N -1.0277 4.1711 -3.0291 0.16 0.00 0.61 0.115
H -0.0296 6.0370 -0.6813 0.02 -0.06 0.05 0.155
H 1.2649 5.8681 1.4913 0.09 0.15 0.18 0.114
H 1.6852 3.2189 1.9033 0.01 -0.03 0.02 0.087
H -1.2336 1.0374 -3.8877 -0.01 0.01 0.04 0.071
H -1.6784 3.5091 -4.9600 -0.08 -0.02 -0.14 0.114
H -1.0379 5.1689 -3.1497 0.01 -0.13 -0.01 0.153
O -0.3171 -0.7251 -0.8096 -0.52 -0.72 -0.04 -0.493
O 0.4609 -0.2745 -1.9326 0.26 -1.36 -2.31 -0.374
O 2.1270 2.7881 -2.3224 -0.16 0.39 -0.10 -0.045
H 3.0886 2.8475 -2.2938 0.01 -0.15 -0.18 0.058
H 1.9051 2.3376 -3.1468 0.24 0.07 -0.02 0.056
```
Forces are in eV/Å.

Summary:
HOMO (alpha / beta) in eV: -7.5 / -10.0
Net charge: +1
Multiplicity: 3
Kohn-Sham gap (alpha / beta) in Eh: 0.2147 / 0.2998
<S²>: 2.011
ΔE to the lowest compared entry with this formula, charge and spin in kJ/mol: 93.6
Maximum force in eV/A: 2.698
Total energy in eV: -133989.86281
E_LUMO (alpha / beta) in eV: -1.70 / -1.84